[1]
Formula: C4H13N3
Source: the Open Molecules 2025 dataset
Level of theory: ωB97M-V/def2-TZVPD

```
20
Properties=species:S:1:pos:R:3:nbo_charge:R:1
C 0.918 -0.552 0.798 -0.30
N 1.944 -1.480 0.657 -0.43
C -2.290 -0.651 0.526 -0.46
N -2.067 0.126 -0.756 -0.76
C 1.179 0.822 0.048 -0.03
C 1.422 0.505 -1.426 -0.64
N 0.013 1.608 0.008 -0.68
H 0.493 -0.275 1.790 0.19
H -0.084 -0.994 0.346 0.25
H 2.645 -1.267 1.385 0.31
H -1.849 -1.770 0.589 0.17
H -1.886 -0.017 1.285 0.17
H -3.354 -0.842 0.749 0.19
H -2.287 -0.558 -1.506 0.34
H 2.174 1.258 0.476 0.23
H 0.501 0.206 -1.966 0.23
H 1.810 1.328 -2.029 0.23
H 1.921 -0.397 -1.592 0.23
H -0.926 1.067 -0.337 0.43
H -0.277 1.882 0.958 0.34
```

E = -8821.423 eV
Energy relative to the best compared isomer or geometry (same formula, charge and spin) = 7.989 eV
Total charge = 0
Spin multiplicity = 1

---

[2]
Formula: C2H2BrF3O
Source: the Open Molecules 2025 dataset
Level of theory: ωB97M-V/def2-TZVPD

```
9
Properties=species:S:1:pos:R:3:nbo_charge:R:1
O 1.001 0.161 -1.288 -0.68
C -0.151 0.060 -0.633 0.05
Br -1.263 -1.603 -1.138 -0.08
C -0.031 0.177 0.914 0.90
F -1.108 -0.120 1.559 -0.31
F 0.942 -0.418 1.505 -0.30
F 0.081 1.469 1.087 -0.32
H 1.522 -0.752 -1.266 0.51
H -0.992 1.025 -0.740 0.24
```

E = -82347.912 eV
Energy relative to the best compared isomer or geometry (same formula, charge and spin) = 0.865 eV
SMILES string = O[C@@H](Br)C(F)(F)F
Total charge = 0
Spin multiplicity = 1

---

[3]
Formula: C6H8N2O4
Source: the Open Molecules 2025 dataset
Level of theory: ωB97M-V/def2-TZVPD

```
20
Properties=species:S:1:pos:R:3:nbo_charge:R:1
C 2.434 0.201 0.318 0.67
C 1.627 -1.503 -0.021 0.65
C -2.092 -1.211 -0.059 0.72
C 3.100 -1.037 -0.200 -0.58
C -1.610 0.804 -1.513 -0.70
C -1.565 0.176 -0.172 0.38
N 1.138 -0.387 0.437 -0.63
N -1.210 0.799 0.977 -0.73
O -1.609 -2.314 -0.057 -0.66
O 2.807 1.349 0.438 -0.54
O 1.003 -2.554 -0.449 -0.64
O -3.267 -0.768 0.140 -0.58
H 3.309 -1.010 -1.258 0.24
H 3.862 -1.544 0.415 0.25
H -2.503 0.537 -2.033 0.26
H -1.600 1.918 -1.732 0.24
H -0.632 0.472 -2.011 0.26
H 0.022 -2.536 -0.321 0.53
H -0.647 0.311 1.677 0.44
H -1.463 1.827 1.136 0.41
```

E = -17519.990 eV
Energy relative to the best compared isomer or geometry (same formula, charge and spin) = 3.433 eV
Total charge = 0
Spin multiplicity = 1

---

[4]
Formula: C5H12O
Source: the Open Molecules 2025 dataset
Level of theory: ωB97M-V/def2-TZVPD

```
18
Properties=species:S:1:pos:R:3:nbo_charge:R:1
C 2.077 0.432 0.851 -0.67
C 0.832 0.874 0.209 -0.18
C 0.062 -0.007 -0.532 -0.02
C -0.864 0.500 -1.600 -0.64
C 0.423 -1.488 -0.531 -0.67
H 2.457 1.280 1.481 0.22
H 2.800 0.086 0.145 0.22
H 1.780 -0.341 1.533 0.22
H 0.281 1.905 0.498 0.21
H -1.115 1.474 -1.412 0.22
H -0.379 0.696 -2.639 0.22
H -1.772 -0.028 -1.770 0.21
H -0.213 -2.191 -1.028 0.22
H 1.457 -1.778 -0.999 0.22
H 0.475 -1.851 0.536 0.21
O -3.029 0.372 1.600 -0.93
H -2.169 0.325 1.341 0.46
H -3.100 -0.259 2.317 0.46
```

E = -7425.309 eV
Energy relative to the best compared isomer or geometry (same formula, charge and spin) = 2.002 eV
SMILES string = CC=C(C)C.O
Total charge = 0
Spin multiplicity = 1